No. 1
DFT (ωB97M-V with the def2-TZVPD basis set) results for 15 unconnected molecules or ions with the total composition C45H74O45.

Last column: Mulliken charge in e.
Positions of all 164 atoms, in Å:
C: 0.610 17.967 13.696  0.26
C: 0.041 16.642 14.281  -0.13
O: -1.269 16.599 13.743  -0.29
C: -1.535 17.765 13.083  0.30
O: -2.548 17.979 12.511  -0.53
O: -0.480 18.588 13.064  0.04
H: 1.396 17.729 12.977  0.25
H: 0.987 18.635 14.470  -0.38
H: 0.066 16.805 15.360  0.02
H: 0.704 15.826 14.003  0.52
C: -4.006 21.781 11.525  1.52
C: -3.228 20.703 10.792  0.03
O: -3.023 21.321 9.515  -0.34
C: -3.903 22.312 9.347  0.48
O: -4.066 22.891 8.315  -0.62
O: -4.609 22.539 10.472  -0.31
H: -3.348 22.444 12.092  -0.94
H: -4.710 21.356 12.237  -0.12
H: -3.803 19.793 10.612  0.30
H: -2.256 20.441 11.202  -0.10
C: -1.208 24.284 19.533  -0.34
C: -1.299 23.207 18.453  1.44
O: -1.356 21.982 19.137  0.14
C: -0.970 22.188 20.422  0.47
O: -0.955 21.345 21.256  -0.55
O: -0.726 23.501 20.628  -0.42
H: -2.166 24.749 19.767  0.25
H: -0.439 25.002 19.259  0.39
H: -0.343 23.254 17.919  -0.18
H: -2.092 23.306 17.721  -1.01
C: 1.598 19.385 18.656  0.14
C: 2.412 18.924 17.433  -0.30
O: 2.199 19.971 16.495  -0.20
C: 1.695 21.055 17.114  0.49
O: 1.488 22.128 16.642  -0.42
O: 1.453 20.766 18.405  -0.27
H: 1.965 19.217 19.666  0.37
H: 0.638 18.859 18.638  -0.26
H: 2.002 17.989 17.055  0.21
H: 3.477 18.810 17.635  0.26
C: -4.761 21.300 18.781  1.16
C: -5.225 19.859 18.668  1.18
O: -5.773 19.572 19.943  -0.39
C: -5.379 20.491 20.830  0.60
O: -5.446 20.401 22.025  -0.60
O: -4.793 21.511 20.211  -0.43
H: -5.387 22.043 18.289  -0.09
H: -3.740 21.400 18.422  -0.56
H: -4.405 19.161 18.487  -0.64
H: -5.995 19.638 17.930  -0.57
C: -6.932 25.910 18.086  -0.43
C: -6.840 26.440 16.654  -0.44
O: -5.508 26.081 16.317  -0.20
C: -4.973 25.234 17.193  0.41
O: -3.926 24.672 17.126  -0.22
O: -5.893 24.962 18.161  -0.32
H: -7.902 25.442 18.242  0.31
H: -6.767 26.728 18.791  0.31
H: -6.989 27.510 16.544  0.34
H: -7.525 25.895 16.000  0.28
C: -7.798 14.620 18.119  -0.39
C: -7.970 14.884 16.646  -0.40
O: -6.938 15.772 16.323  -0.24
C: -5.957 15.608 17.244  0.27
O: -4.934 16.191 17.207  -0.28
O: -6.388 14.802 18.250  -0.28
H: -8.130 13.616 18.373  0.31
H: -8.303 15.322 18.788  0.29
H: -8.943 15.220 16.289  0.38
H: -7.888 13.888 16.189  0.24
C: 0.676 22.952 9.445  -0.20
C: 1.288 24.273 9.910  -0.47
O: 0.618 24.501 11.115  -0.36
C: -0.545 23.801 11.146  0.11
O: -1.314 23.794 12.049  0.18
O: -0.636 23.040 10.035  -0.23
H: 1.186 22.069 9.828  0.00
H: 0.501 22.831 8.378  0.35
H: 1.216 25.086 9.186  0.34
H: 2.358 24.078 10.018  0.35
C: -2.389 22.255 15.100  0.59
O: -1.837 21.048 15.623  0.93
C: -2.615 20.081 16.017  0.20
O: -3.829 20.067 16.042  -0.75
O: -1.808 19.046 16.287  0.29
C: -2.239 17.804 16.791  -0.24
H: -1.516 22.795 14.739  -0.74
H: -2.868 22.794 15.913  -0.15
H: -3.043 22.149 14.236  0.01
H: -1.430 17.446 17.427  0.17
H: -2.411 17.108 15.968  0.38
H: -3.147 17.850 17.387  -0.53
C: -2.865 18.320 21.013  -0.54
O: -2.747 17.369 19.965  0.06
C: -2.789 16.079 20.265  0.49
O: -3.028 15.651 21.361  -0.61
O: -2.443 15.388 19.195  -0.09
C: -2.420 13.977 19.379  -0.77
H: -1.993 18.254 21.666  0.44
H: -3.756 18.115 21.604  0.35
H: -2.884 19.345 20.653  -0.16
H: -1.948 13.661 20.306  0.36
H: -2.086 13.454 18.487  0.18
H: -3.467 13.657 19.467  0.25
C: -3.972 25.910 9.408  -0.41
O: -3.201 26.111 10.594  -0.36
C: -3.804 25.736 11.720  0.93
O: -4.944 25.354 11.846  -0.59
O: -2.998 26.011 12.723  -0.38
C: -3.499 25.833 14.063  0.14
H: -4.123 24.843 9.239  0.08
H: -3.436 26.268 8.531  0.23
H: -4.918 26.442 9.470  0.33
H: -4.379 26.463 14.137  0.46
H: -2.679 26.008 14.749  0.17
H: -3.745 24.768 14.078  -0.47
C: -6.256 23.418 14.389  -0.65
O: -6.466 22.115 13.872  -0.27
C: -6.956 21.155 14.670  0.88
O: -7.415 21.392 15.767  -0.67
O: -6.786 20.004 14.066  -0.30
C: -7.068 18.793 14.770  -0.29
H: -6.357 24.171 13.609  0.26
H: -5.188 23.495 14.622  -0.19
H: -6.886 23.629 15.247  0.64
H: -6.429 18.036 14.323  0.24
H: -8.098 18.489 14.584  0.42
H: -6.838 18.915 15.826  -0.07
C: 4.584 19.762 10.904  -0.76
O: 3.226 20.176 11.089  -0.30
C: 2.846 20.552 12.300  0.62
O: 3.391 20.457 13.373  -0.54
O: 1.631 21.056 12.169  -0.05
C: 0.916 21.661 13.250  0.66
H: 4.702 18.765 11.320  0.29
H: 5.249 20.489 11.369  0.33
H: 4.823 19.780 9.844  0.25
H: 1.586 22.383 13.712  0.60
H: 0.513 20.925 13.948  -0.14
H: -0.008 22.153 12.958  -1.10
C: -2.082 13.496 14.801  -0.50
O: -2.465 12.790 15.991  -0.37
C: -3.760 12.524 16.093  0.98
O: -4.593 12.897 15.313  -0.60
O: -3.980 11.778 17.161  -0.38
C: -5.341 11.494 17.453  -0.52
H: -2.267 12.901 13.912  0.35
H: -1.039 13.789 14.885  0.19
H: -2.649 14.426 14.802  0.22
H: -5.330 10.680 18.174  0.27
H: -5.913 11.165 16.587  0.33
H: -5.803 12.375 17.899  0.08
C: 5.293 26.847 15.360  -0.70
O: 4.270 25.880 15.383  -0.30
C: 3.034 26.239 15.065  0.59
O: 2.732 27.283 14.537  -0.58
O: 2.230 25.250 15.362  -0.08
C: 0.884 25.293 14.916  -0.38
H: 5.289 27.428 14.439  0.30
H: 6.248 26.344 15.493  0.23
H: 5.224 27.537 16.205  0.29
H: 0.873 25.163 13.828  0.20
H: 0.436 26.287 14.981  0.65
H: 0.319 24.487 15.367  -0.17

Summary:
orbital gap = 10.49 eV
strongest force on any atom = 2.25 eV/A

---

No. 2
DFT (ωB97M-V with the def2-TZVPD basis set) results for 18 unconnected molecules or ions with the total composition C45H76Cl10F27N3O21S.

Last column: Mulliken charge in e.
Positions of all 183 atoms, in Å:
N: -0.390 -2.893 -0.585  1.55
H: -0.684 -1.931 -0.495  -0.61
H: -0.015 -3.145 0.318  0.36
H: 0.398 -3.005 -1.206  0.29
H: -1.123 -3.527 -0.870  0.38
N: 3.128 -0.234 3.578  0.69
H: 2.637 0.252 2.842  -0.33
H: 4.093 -0.215 3.279  0.27
H: 2.741 -1.160 3.469  0.57
H: 2.952 0.250 4.447  0.53
N: -0.729 0.465 2.481  0.84
H: -0.591 -0.405 2.976  0.36
H: -1.298 1.140 2.973  0.88
H: -1.047 0.222 1.554  -0.13
H: 0.200 0.805 2.275  -0.31
C: 0.140 -4.553 4.314  0.40
F: 1.225 -5.318 4.487  -0.17
F: -0.861 -5.302 3.852  -0.19
F: -0.225 -4.038 5.506  -0.21
S: 0.563 -3.083 3.061  1.37
O: -0.475 -2.109 3.304  -1.07
O: 1.910 -2.544 3.459  -1.22
O: 0.482 -3.528 1.683  -0.93
O: 1.768 1.103 1.630  -1.18
C: 1.754 0.476 0.315  0.55
C: 0.511 0.379 -0.618  0.92
O: -0.762 -0.146 -0.272  -0.55
H: 2.045 -0.572 0.391  -0.66
H: 2.578 0.959 -0.210  0.07
H: 0.838 -0.167 -1.502  -0.30
H: 0.354 1.381 -1.018  -0.83
C: -4.318 -1.762 2.389  -1.35
C: -3.711 -2.536 1.261  0.58
O: -4.729 -3.252 0.620  -0.10
C: -4.394 -4.285 -0.235  0.20
O: -3.247 -4.514 -0.644  -0.54
C: -5.599 -5.154 -0.648  0.87
F: -5.840 -4.982 -1.920  -0.20
F: -5.235 -6.441 -0.480  -0.28
F: -6.643 -4.887 0.089  -0.23
H: -4.847 -2.371 3.122  0.46
H: -5.144 -1.088 2.162  0.16
H: -3.539 -1.201 2.905  0.18
H: -2.888 -3.136 1.648  0.16
H: -3.217 -1.846 0.576  -0.03
C: 1.304 5.361 -3.608  -0.73
C: 0.455 5.535 -4.882  -0.42
O: -0.291 6.764 -4.786  -0.24
C: -0.997 7.149 -5.840  0.34
O: -1.019 6.505 -6.908  -0.56
C: -1.823 8.362 -5.547  0.92
F: -1.181 9.468 -6.005  -0.26
F: -2.998 8.305 -6.175  -0.25
F: -2.009 8.483 -4.270  -0.21
H: 0.662 5.345 -2.728  0.09
H: 1.937 6.248 -3.576  0.38
H: 1.774 4.398 -3.809  0.36
H: -0.260 4.714 -4.836  0.17
H: 1.053 5.418 -5.785  0.39
C: -1.542 4.676 7.336  -1.24
C: -1.935 3.694 6.249  0.06
O: -2.408 4.324 5.103  -0.26
C: -2.417 3.721 3.869  0.24
O: -1.863 2.591 3.668  -0.83
C: -3.138 4.583 2.767  0.91
F: -2.286 4.673 1.753  -0.14
F: -4.209 3.960 2.338  -0.26
F: -3.611 5.771 3.240  -0.28
H: -0.699 4.282 7.904  0.27
H: -2.429 4.830 7.950  0.39
H: -1.309 5.654 6.913  0.32
H: -2.666 2.940 6.540  0.43
H: -1.058 3.125 5.940  0.05
C: 1.250 -6.825 1.576  -1.16
C: 2.619 -6.190 1.465  0.99
O: 3.602 -6.955 2.119  -0.35
C: 4.912 -6.693 1.893  0.35
O: 5.352 -5.885 1.107  -0.51
C: 5.782 -7.671 2.671  0.85
F: 5.003 -8.669 3.217  -0.24
F: 6.723 -8.209 1.842  -0.25
F: 6.447 -7.059 3.636  -0.24
H: 1.197 -7.826 1.149  0.45
H: 0.595 -6.120 1.064  0.11
H: 1.019 -6.978 2.630  0.29
H: 2.624 -5.179 1.871  -0.12
H: 2.863 -6.091 0.407  -0.22
C: -8.947 -1.881 2.114  -1.20
C: -8.421 -1.830 0.639  0.05
O: -7.387 -0.802 0.538  -0.17
C: -7.036 -0.331 -0.634  0.27
O: -7.539 -0.685 -1.693  -0.64
C: -5.948 0.752 -0.567  0.81
F: -6.376 1.824 -1.232  -0.22
F: -5.712 1.054 0.750  -0.24
F: -4.855 0.186 -1.098  -0.01
H: -8.170 -2.213 2.802  0.30
H: -9.820 -2.533 2.104  0.39
H: -9.210 -0.895 2.498  0.33
H: -9.195 -1.609 -0.096  0.41
H: -7.903 -2.763 0.416  -0.04
C: 1.227 4.846 4.501  -0.83
C: 2.136 3.536 4.660  -0.17
O: 2.133 3.287 6.034  -0.18
C: 2.593 2.104 6.509  0.31
O: 3.078 1.158 5.836  -0.80
C: 2.442 2.073 8.053  0.90
F: 1.203 1.578 8.339  -0.24
F: 3.311 1.283 8.564  -0.22
F: 2.639 3.314 8.569  -0.24
H: 1.332 5.638 5.243  0.41
H: 0.193 4.522 4.615  -0.13
H: 1.366 5.388 3.565  0.35
H: 3.169 3.716 4.362  0.50
H: 1.664 2.852 3.955  0.04
C: 3.216 -5.382 -4.039  -1.22
C: 3.308 -5.709 -2.568  -0.07
O: 4.130 -4.686 -1.874  -0.29
C: 3.427 -3.572 -1.373  -0.16
O: 2.190 -3.452 -1.392  -0.56
C: 4.254 -2.506 -0.725  0.86
F: 5.555 -2.852 -0.888  -0.22
F: 4.041 -1.358 -1.339  -0.09
F: 3.988 -2.309 0.594  -0.08
H: 2.758 -4.452 -4.376  0.12
H: 2.785 -6.251 -4.537  0.42
H: 4.212 -5.260 -4.464  0.33
H: 3.720 -6.702 -2.387  0.46
H: 2.269 -5.639 -2.244  0.13
C: -5.591 1.293 -4.796  -1.06
C: -4.684 0.315 -5.517  -0.06
O: -4.632 -0.962 -4.880  -0.31
C: -3.510 -1.355 -4.251  0.13
O: -2.420 -0.826 -4.288  -0.46
C: -3.785 -2.618 -3.384  0.89
F: -2.654 -3.337 -3.139  -0.12
F: -4.344 -2.185 -2.242  -0.12
F: -4.756 -3.374 -4.001  -0.30
H: -5.259 2.253 -5.190  0.35
H: -5.370 1.363 -3.731  0.17
H: -6.652 1.108 -4.966  0.37
H: -3.708 0.789 -5.626  0.19
H: -5.112 0.257 -6.517  0.30
Cl: 0.662 4.414 0.438  -0.06
C: 2.086 4.251 -0.470  -0.18
C: 3.322 4.121 0.392  -0.01
Cl: 4.656 3.978 -0.725  -0.21
H: 2.229 5.003 -1.245  0.40
H: 1.886 3.288 -0.940  -0.19
H: 3.375 3.245 1.039  -0.31
H: 3.506 4.974 1.046  0.54
Cl: -3.806 3.653 -0.723  -0.23
C: -2.147 3.366 -1.334  0.33
C: -2.153 2.444 -2.603  0.12
Cl: -2.986 3.187 -3.947  -0.26
H: -1.470 2.976 -0.575  -0.40
H: -1.724 4.341 -1.578  0.42
H: -2.439 1.400 -2.470  -0.14
H: -1.113 2.408 -2.929  0.24
Cl: 4.666 1.532 -3.109  0.07
C: 5.243 2.017 -4.757  -0.80
C: 6.238 1.003 -5.411  -0.21
Cl: 7.766 0.976 -4.456  -0.19
H: 5.512 3.069 -4.851  0.36
H: 4.263 1.984 -5.233  0.28
H: 6.504 1.096 -6.464  0.42
H: 5.765 0.022 -5.378  0.06
Cl: 6.023 0.269 1.989  -0.34
C: 6.125 0.930 0.353  0.47
C: 7.499 0.750 -0.256  -0.44
Cl: 7.945 -0.946 -0.652  -0.19
H: 5.944 1.985 0.557  0.12
H: 5.286 0.484 -0.181  -0.44
H: 8.251 1.194 0.396  0.40
H: 7.619 1.181 -1.250  0.21
Cl: 0.370 -2.728 -4.603  -0.24
C: 0.748 -0.962 -4.411  0.05
C: 2.278 -0.673 -4.301  0.65
Cl: 3.223 -1.312 -5.712  -0.24
H: 0.120 -0.488 -3.657  -0.21
H: 0.354 -0.406 -5.261  0.57
H: 2.699 -1.199 -3.444  -0.65
H: 2.548 0.379 -4.212  0.01

Summary:
orbital gap = 6.99 eV
strongest force on any atom = 5.91 eV/A

---

For reference, E_HOMO by record: -10.269, -7.196 eV.